Entry 1:
Computed, not measured: the molecule C17H17N3O4S at a distorted geometry, with wB97M-V/def2-TZVPD.

XYZ file:
```
42
Properties=species:S:1:pos:R:3:nbo_charge:R:1
C 4.00 0.97 1.15 -0.66
C 2.64 0.87 0.55 0.05
C 2.15 1.85 -0.32 -0.22
C 0.89 1.76 -0.87 -0.18
C 0.06 0.68 -0.57 0.00
C -1.31 0.58 -1.11 0.14
N -2.24 0.32 -0.25 -0.19
N -3.51 0.26 -0.66 -0.39
C -4.00 0.48 -1.92 0.62
O -5.19 0.45 -2.14 -0.60
C -2.94 0.72 -2.92 -0.13
C -3.29 0.88 -4.26 -0.15
C -2.30 1.06 -5.21 -0.20
C -0.96 1.05 -4.83 -0.18
C -0.61 0.90 -3.51 -0.19
C -1.59 0.75 -2.52 -0.07
C 0.52 -0.29 0.31 -0.16
C 1.79 -0.19 0.85 -0.37
S 2.30 -1.48 1.97 2.31
O 3.59 -2.00 1.62 -0.93
O 1.24 -2.45 2.08 -0.97
N 2.52 -0.63 3.40 -0.86
C 1.38 0.11 3.92 -0.26
C 0.13 -0.76 4.19 -0.08
O 0.46 -2.03 4.68 -0.74
H 4.59 1.72 0.65 0.22
H 3.91 1.23 2.21 0.24
H 4.49 0.00 1.11 0.26
H 2.78 2.69 -0.56 0.22
H 0.53 2.55 -1.51 0.22
H -4.17 0.06 0.08 0.41
H -4.33 0.85 -4.52 0.24
H -2.57 1.18 -6.25 0.22
H -0.20 1.16 -5.58 0.22
H 0.43 0.87 -3.22 0.23
H -0.09 -1.14 0.57 0.26
H 2.91 -1.26 4.09 0.41
H 1.72 0.58 4.84 0.21
H 1.14 0.88 3.19 0.21
H -0.46 -0.84 3.27 0.17
H -0.48 -0.27 4.96 0.18
H 0.72 -2.57 3.92 0.49
```

Values from the calculation:
relative energy (zero: lowest compared OMol25 entry of this formula, charge and spin) = 50.9 kcal per mole
E = -1521.4332 Eh
frontier orbital gap = 8.8 eV
E_LUMO = -0.05 eV
HOMO level = -8.86 eV
SMILES string = Cc1ccc(-c2n[nH]c(=O)c3ccccc23)cc1S(=O)(=O)NCCO


Entry 2:
Computed, not measured: the molecule C17H17N3O5S at a distorted geometry, with wB97M-V/def2-TZVPD.

XYZ file:
```
43
Properties=species:S:1:pos:R:3:nbo_charge:R:1
O 3.52 -0.36 0.22 -0.62
C 2.58 -1.00 -0.20 0.65
C 1.67 -1.79 0.70 -0.15
C 1.91 -3.11 1.06 -0.18
C 1.02 -3.78 1.88 -0.22
C -0.12 -3.14 2.34 -0.19
C -0.36 -1.81 2.01 -0.23
C 0.54 -1.14 1.20 0.23
N 0.30 0.21 0.86 -0.89
S -1.00 0.59 -0.09 2.32
O -0.60 1.31 -1.26 -0.93
O -1.79 -0.59 -0.27 -0.93
C -1.98 1.71 0.94 -0.33
C -3.14 1.21 1.49 -0.18
C -4.00 2.05 2.19 -0.18
C -3.71 3.40 2.31 -0.19
C -2.55 3.91 1.74 -0.20
C -1.69 3.06 1.07 0.12
N -0.46 3.61 0.54 0.52
O -0.49 4.76 0.16 -0.35
O 0.52 2.90 0.57 -0.38
N 2.22 -1.03 -1.49 -0.42
C 1.07 -1.73 -2.04 -0.22
C 1.04 -1.30 -3.51 -0.41
C 1.70 0.08 -3.47 -0.42
C 2.82 -0.14 -2.47 -0.22
H 2.79 -3.60 0.69 0.22
H 1.21 -4.81 2.15 0.22
H -0.82 -3.66 2.97 0.21
H -1.24 -1.30 2.37 0.22
H 1.12 0.76 0.64 0.45
H -3.36 0.17 1.34 0.25
H -4.90 1.65 2.63 0.23
H -4.38 4.06 2.84 0.23
H -2.30 4.96 1.82 0.25
H 1.18 -2.81 -1.92 0.20
H 0.15 -1.42 -1.53 0.21
H 0.02 -1.27 -3.90 0.22
H 1.63 -1.99 -4.12 0.20
H 2.06 0.40 -4.45 0.22
H 0.99 0.81 -3.08 0.23
H 3.16 0.77 -1.97 0.23
H 3.69 -0.63 -2.94 0.19
```

Values from the calculation:
relative energy (zero: lowest compared OMol25 entry of this formula, charge and spin) = 93.8 kcal per mole
E = -1596.5806 Eh
frontier orbital gap = 8.3 eV
E_LUMO = -0.81 eV
HOMO level = -9.07 eV
SMILES string = O=C(c1ccccc1NS(=O)(=O)c1ccccc1[N+](=O)[O-])N1CCCC1


Entry 3:
Computed, not measured: a structure of composition C17H17N5O4Se4SrTe, with wB97M-V/def2-TZVPD.

XYZ file:
```
49
Properties=species:S:1:pos:R:3:nbo_charge:R:1
Sr -0.63 0.64 0.22 1.73
O -2.30 -3.71 -0.29 -0.66
C -1.99 -2.50 0.18 0.79
O -0.85 -2.09 0.24 -0.64
C -3.17 -1.72 0.65 0.06
C -4.43 -2.27 0.79 -0.20
C -5.42 -1.46 1.34 -0.16
C -5.12 -0.16 1.69 -0.19
C -3.83 0.33 1.45 0.13
N -2.87 -0.47 1.00 -0.51
C -3.34 1.72 1.79 0.74
O -4.01 2.38 2.76 -0.67
O -2.17 2.03 1.56 -0.74
H -1.48 -4.14 -0.57 0.51
H -4.63 -3.29 0.49 0.24
H -6.41 -1.85 1.50 0.23
H -5.89 0.48 2.09 0.22
H -4.95 2.20 2.71 0.48
Se 0.77 3.15 -0.76 -0.77
Se -1.25 4.37 -0.73 -0.06
Se -2.77 2.79 -1.62 -0.16
Se -4.64 2.56 -0.30 -0.42
N -0.81 2.60 -3.97 -0.80
C -1.81 1.93 -4.55 0.67
N -2.41 2.48 -5.61 -0.78
N -2.25 0.73 -4.18 -0.66
C -1.70 0.22 -3.11 0.54
N -1.13 -0.23 -2.20 -0.65
H -0.68 3.58 -4.17 0.41
H -0.44 2.31 -3.07 0.44
H -2.13 3.36 -5.99 0.40
H -3.15 1.96 -6.05 0.42
C 3.16 -1.83 1.81 -0.63
Te 2.49 -0.97 -0.03 0.41
C 4.18 0.32 0.23 -0.66
C 5.14 -0.48 1.08 0.05
C 6.49 -0.18 1.12 -0.23
C 7.35 -0.92 1.91 -0.20
C 6.86 -1.96 2.68 -0.21
C 5.51 -2.27 2.65 -0.19
C 4.64 -1.53 1.85 -0.08
H 2.95 -2.90 1.83 0.23
H 2.64 -1.36 2.65 0.23
H 3.86 1.24 0.71 0.24
H 4.60 0.57 -0.75 0.24
H 6.88 0.63 0.51 0.21
H 8.41 -0.68 1.93 0.22
H 7.53 -2.55 3.30 0.22
H 5.13 -3.09 3.24 0.21
```

Values from the calculation:
relative energy (zero: lowest compared OMol25 entry of this formula, charge and spin) = 26.6 kcal per mole
E = -11137.4094 Eh
frontier orbital gap = 5.6 eV
E_LUMO = -0.60 eV
HOMO level = -6.22 eV